{
  "formula": "C12H44B2O14PdPtS2",
  "method": "ωB97M-V/def2-TZVPD",
  "total_charge": -1,
  "max_force_ev_per_a": 4.60,
  "multiplicity": 6,
  "homo_energy_ev": [-4.696, -5.460],
  "orbital_gap_ha": [0.248, 0.199],
  "symbols": ["Pt", "Pd", "B", "H", "H", "H", "H", "B", "H", "H", "H", "H", "S", "O", "O", "O", "O", "S", "O", "O", "O", "O", "C", "C", "O", "H", "H", "H", "H", "H", "H", "C", "C", "O", "H", "H", "H", "H", "H", "H", "C", "C", "O", "H", "H", "H", "H", "H", "H", "C", "C", "O", "H", "H", "H", "H", "H", "H", "C", "C", "O", "H", "H", "H", "H", "H", "H", "C", "C", "O", "H", "H", "H", "H", "H", "H"],
  "coordinates": [[17.55942, 26.51603, 0.23783], [14.87592, 29.54898, 0.25163], [19.32879, 26.76597, 1.87693], [20.08389, 27.03810, 2.59804], [18.86565, 25.83506, 2.16527], [18.51503, 27.47432, 1.89351], [19.72876, 26.71784, 0.87595], [15.93157, 27.64357, 1.60991], [16.40495, 27.29057, 2.51299], [16.43998, 28.41858, 1.05754], [15.71133, 26.87023, 0.89041], [14.92612, 28.00605, 1.75795], [15.67792, 27.32553, -2.25301], [15.06350, 28.37423, -1.39388], [16.37345, 26.39131, -1.36908], [14.63191, 26.63939, -2.98035], [16.69523, 27.92742, -3.10588], [18.11330, 29.81301, -0.68536], [18.52691, 29.87523, -2.09332], [16.75245, 30.17395, -0.41926], [18.36879, 28.43004, -0.28040], [19.02658, 30.54591, 0.17844], [16.30887, 22.72799, 2.44376], [16.30420, 24.24164, 2.28588], [16.90326, 24.55453, 0.97659], [16.08863, 22.14436, 1.54991], [15.51859, 22.35152, 3.09324], [17.27765, 22.47972, 2.87726], [16.78786, 24.77529, 3.10404], [15.28104, 24.61195, 2.22185], [16.24072, 24.36336, 0.30868], [11.79681, 29.11640, -1.91495], [11.54221, 29.38510, -0.49915], [12.68224, 29.27650, 0.38688], [12.65187, 28.46972, -2.11189], [12.06230, 30.09607, -2.31228], [10.93568, 28.63701, -2.38050], [10.70213, 28.74132, -0.23855], [11.15166, 30.39925, -0.41512], [12.51659, 28.54935, 0.99137], [14.62951, 31.73311, 4.29213], [14.29779, 31.03950, 3.01449], [15.32567, 30.66684, 2.13594], [13.73587, 32.10007, 4.79695], [15.29463, 32.58645, 4.15970], [15.20286, 31.09737, 4.96681], [13.67644, 31.81212, 2.56164], [13.63868, 30.17428, 3.08568], [16.10724, 31.21567, 2.23356], [14.13844, 22.31092, -2.14138], [13.63473, 23.45360, -1.30907], [14.68118, 24.23658, -0.67175], [14.76810, 21.61863, -1.58249], [14.74803, 22.76150, -2.92463], [13.24738, 21.75606, -2.43504], [13.07464, 23.20791, -0.40683], [13.14953, 24.22909, -1.90177], [14.65346, 25.12594, -1.03211], [10.09792, 28.94386, 2.96974], [11.00097, 27.93943, 3.52585], [11.94080, 27.48753, 2.54163], [9.58947, 28.55719, 2.08653], [10.63037, 29.85150, 2.68550], [9.39799, 29.13781, 3.78250], [10.46908, 27.12276, 4.01395], [11.48241, 28.48398, 4.33811], [12.72968, 27.15231, 2.97396], [15.69488, 26.34034, 5.68271], [14.54158, 26.64366, 4.76475], [14.55791, 27.90599, 4.26239], [15.53010, 25.31002, 5.99799], [15.75847, 27.05440, 6.50379], [16.60358, 26.33854, 5.08075], [13.63348, 26.49803, 5.34976], [14.66660, 25.94558, 3.93701], [15.26328, 27.98922, 3.61654]],
  "forces_ev_per_a": [[1.607, 0.920, 2.003], [0.890, -0.607, -0.208], [-0.320, -0.753, 0.069], [2.695, 1.144, 2.523], [-1.298, -4.074, 1.385], [-2.763, 3.224, 0.358], [2.011, -0.417, -4.099], [0.236, 0.535, 0.288], [1.561, -0.693, 3.338], [2.400, 2.869, -1.188], [-0.925, -3.472, -2.634], [-4.423, 0.981, 0.810], [1.525, 1.839, -2.937], [-1.526, 0.473, 0.001], [-0.640, -2.862, 0.120], [-0.754, -0.612, 0.263], [-0.810, 0.010, 0.140], [2.796, 0.146, -0.512], [-0.450, 0.493, 0.716], [-1.722, 1.696, -0.086], [0.451, -1.140, -0.799], [0.099, 0.942, -0.084], [0.117, -0.089, 0.694], [-0.975, -0.169, -1.745], [0.577, -0.638, 1.583], [0.504, 0.490, -0.437], [0.031, 0.402, 0.603], [-0.045, -0.561, -0.232], [0.453, -0.070, -0.436], [-0.137, 0.070, 0.109], [-0.832, -0.501, -0.475], [1.309, 0.194, -1.402], [-0.880, 0.156, 1.055], [-0.795, 0.093, -0.163], [0.079, -0.156, 0.242], [-0.166, -0.282, -0.985], [-0.046, 0.462, -0.208], [0.387, -0.283, 1.061], [0.101, 0.123, 0.352], [-0.153, -0.499, 0.617], [1.486, -0.617, 1.185], [-1.955, 1.096, -0.506], [0.312, 0.144, 0.419], [-0.048, -0.197, -0.104], [-0.132, 0.256, -0.447], [-0.237, -0.234, 0.272], [-0.235, -0.043, -0.914], [0.254, -0.163, 0.522], [0.259, 0.095, -0.200], [0.041, 0.278, 0.602], [0.804, 1.767, 1.490], [0.478, -0.605, 0.019], [0.036, 0.110, 0.206], [-0.303, -0.436, -0.415], [0.199, -0.045, -0.700], [-0.808, -0.703, -0.577], [-0.712, -0.614, -0.282], [0.411, 0.315, -0.380], [-0.985, 0.313, -0.771], [1.537, -0.242, 0.722], [-0.619, 0.162, 0.036], [-0.306, 0.115, 0.024], [-0.032, 0.040, 0.071], [-0.354, 0.406, -0.318], [-0.081, -0.355, -0.350], [0.746, -0.332, 0.205], [0.336, 0.074, 0.193], [0.209, -0.347, -0.339], [0.653, -1.266, 0.573], [-0.964, 2.325, 0.137], [0.241, -0.010, 0.555], [0.075, -0.202, 0.081], [0.262, 0.214, 0.239], [-0.413, -0.086, -0.407], [-0.682, -0.518, -0.111], [0.358, -0.082, -0.431]]
}